*i*
{"formula": "C2", "method": "the ωB97M-V functional and the def2-TZVPD basis", "elements": ["C", "C"], "xyz": [[0.00000, 0.00000, 1.24570], [0.00000, 0.00000, -1.24570]], "multiplicity": 1, "mol_weight_g_mol": 24.0, "charge": 0}

---

*ii*
{"formula": "C2", "method": "the ωB97M-V functional and the def2-TZVPD basis", "elements": ["C", "C"], "xyz": [[0.46648, 0.34954, 0.75926], [-0.46648, -0.34954, -0.75926]], "multiplicity": 1, "mol_weight_g_mol": 24.0, "charge": 0}

---

In terms of stability, *ii* leads; the second structure lies 0.1253 hartree higher.

---

*i*
{"formula": "C2", "method": "the ωB97M-V functional and the def2-TZVPD basis", "elements": ["C", "C"], "xyz": [[0.00000, 0.00000, 1.34834], [0.00000, 0.00000, -1.34834]], "multiplicity": 1, "mol_weight_g_mol": 24.0, "charge": 0}

---

*ii*
{"formula": "C2", "method": "the ωB97M-V functional and the def2-TZVPD basis", "elements": ["C", "C"], "xyz": [[0.00000, 0.00000, 0.89066], [0.00000, 0.00000, -0.89066]], "multiplicity": 1, "mol_weight_g_mol": 24.0, "charge": 0}

---

In terms of stability, *ii* leads; the second structure lies 0.1930 hartree higher.

---

*i*
{"formula": "C5H11ClNO", "method": "the ωB97M-V functional and the def2-TZVPD basis", "elements": ["C", "C", "C", "C", "C", "N", "O", "Cl", "H", "H", "H", "H", "H", "H", "H", "H", "H", "H", "H"], "xyz": [[-1.36335, -1.46238, -1.16976], [0.58416, -1.13799, 1.15984], [1.05181, -0.12259, -1.15899], [-0.07448, 2.06072, 0.91793], [0.15388, -0.32084, 0.01878], [-0.71699, 0.78976, 0.25604], [-2.30086, -0.91535, -1.61475], [-0.79638, -3.07969, -1.43435], [0.67942, -2.17881, 0.69508], [-0.01059, -1.15971, 2.01426], [1.65703, -0.88022, 1.47645], [1.47894, -1.08369, -1.33814], [1.76979, 0.73687, -1.07068], [0.48524, 0.09124, -2.10749], [0.34374, 2.72454, 0.16723], [-0.86595, 2.57222, 1.38516], [0.73558, 1.80624, 1.53731], [-1.60041, 0.51821, 0.91786], [-1.21058, 1.04147, -0.65177]], "multiplicity": 1, "mol_weight_g_mol": 136.6, "charge": 1}

---

*ii*
{"formula": "C5H11ClNO", "method": "the ωB97M-V functional and the def2-TZVPD basis", "elements": ["C", "C", "C", "C", "C", "N", "O", "Cl", "H", "H", "H", "H", "H", "H", "H", "H", "H", "H", "H"], "xyz": [[0.36949, -1.71617, -0.46734], [3.06770, -0.24735, -0.90031], [-3.11207, -0.08716, 1.60179], [-1.77663, 1.44285, 0.49092], [1.72778, 0.23235, -0.57937], [-1.98717, 0.18659, 1.11491], [1.08311, -0.88446, 0.01818], [-0.08774, -1.70505, -2.11535], [3.12393, -1.22618, -1.58496], [3.65278, 0.53043, -1.37690], [3.48427, -0.58186, 0.02082], [-3.22260, -1.18466, 2.09962], [-0.28921, -2.36529, 0.23648], [-3.93529, 0.51861, 1.64059], [-2.71873, 2.10734, 0.32098], [-1.18212, 1.29100, -0.33639], [-1.15060, 2.01546, 1.21688], [1.17790, 0.66709, -1.54959], [1.77519, 1.00649, 0.14903]], "multiplicity": 1, "mol_weight_g_mol": 136.6, "charge": 1}

---

In terms of stability, *i* leads; the second structure lies 0.0494 hartree higher.

---

*i*
{"formula": "C2H3N3O2S", "method": "the ωB97M-V functional and the def2-TZVPD basis", "elements": ["C", "C", "N", "N", "N", "O", "O", "S", "H", "H", "H"], "xyz": [[0.15430, -0.08697, 0.96909], [0.39520, 0.71939, -0.45148], [-0.47326, -1.11077, 1.02766], [-0.12783, 0.40451, -1.50686], [1.10646, 1.81089, -0.11658], [-2.56788, -1.88299, -0.27378], [-0.50107, -3.21532, -0.78785], [-1.15208, -1.95184, -0.48452], [0.68140, 0.50603, 1.66944], [1.31955, 2.27103, 0.81568], [1.16521, 2.53604, -0.86080]], "multiplicity": 1, "mol_weight_g_mol": 133.1, "charge": 0}

---

*ii*
{"formula": "C2H3N3O2S", "method": "the ωB97M-V functional and the def2-TZVPD basis", "elements": ["N", "C", "N", "N", "O", "O", "H", "C", "S", "H", "H"], "xyz": [[-0.30571, -2.72048, -0.04298], [-0.75395, -1.64771, 0.17903], [-1.23772, -0.54027, 0.35565], [-1.60638, 0.56761, -0.30302], [-1.14929, 0.72486, -1.41013], [-2.40654, 1.22565, 0.29093], [-0.28406, -3.58487, 0.42832], [1.95319, 1.57675, 0.03627], [1.19841, 0.76527, 1.19375], [3.06739, 1.26837, -0.30129], [1.52466, 2.36480, -0.42652]], "multiplicity": 1, "smiles": "N=C=N[N+](=O)[O-].C=S", "mol_weight_g_mol": 133.1, "charge": 0}

---

In terms of stability, *i* leads; the second structure lies 0.0772 hartree higher.

---

*i*
{"formula": "C9H7NO2", "method": "the ωB97M-V functional and the def2-TZVPD basis", "elements": ["O", "C", "N", "C", "O", "C", "C", "C", "C", "C", "C", "C", "H", "H", "H", "H", "H", "H", "H"], "xyz": [[-0.14141, -3.18007, -0.23142], [-0.55272, -2.10679, 0.22523], [-1.77254, -1.58022, 0.05386], [-2.13402, -0.20139, 0.10690], [-3.05744, 0.15494, -0.63692], [-1.25774, 0.56614, 0.96631], [-0.08148, 0.00859, 1.35934], [0.46681, -1.14300, 0.78250], [1.61108, -0.53160, 0.27573], [1.30853, 0.23727, -0.97341], [0.87080, 1.61961, -0.41132], [0.06725, 1.38083, 0.86611], [-2.36747, -2.18041, -0.49915], [2.32391, 0.05607, 1.00381], [0.41426, -0.19150, -1.47608], [2.12399, 0.42747, -1.83537], [1.74877, 2.21611, 0.02011], [0.37270, 2.22297, -1.18959], [0.05674, 2.22499, 1.59335]], "multiplicity": 1, "smiles": "O=C1NC(=O)C2=C3C1=CCC[C@@H]23", "mol_weight_g_mol": 161.2, "charge": 0}

---

*ii*
{"formula": "C9H7NO2", "method": "the ωB97M-V functional and the def2-TZVPD basis", "elements": ["N", "C", "C", "C", "O", "O", "C", "C", "C", "C", "C", "C", "H", "H", "H", "H", "H", "H", "H"], "xyz": [[-0.95361, 2.68372, -0.06510], [-0.75800, 1.32324, -0.07155], [-2.03748, 0.63007, -0.15788], [-2.03768, -0.83051, 0.05047], [-2.88243, -1.61936, 0.32101], [-0.79559, -1.40116, -0.19640], [0.42583, -0.80282, -0.09770], [1.54836, -1.64348, -0.10418], [2.75799, -1.00725, -0.09493], [2.87664, 0.35500, 0.16445], [1.78840, 1.20252, 0.24245], [0.50845, 0.59513, 0.01884], [-0.25768, 3.34807, -0.10812], [-1.86650, 3.06455, -0.38039], [-3.00016, 1.12626, -0.00242], [1.29837, -2.72862, -0.14667], [3.73952, -1.49808, -0.25963], [3.91916, 0.82771, 0.28012], [1.83157, 2.30690, 0.37602]], "multiplicity": 1, "smiles": "Nc1cc(=O)oc2ccccc12", "mol_weight_g_mol": 161.2, "charge": 0}

---

*iii*
{"formula": "C9H7NO2", "method": "the ωB97M-V functional and the def2-TZVPD basis", "elements": ["O", "C", "C", "C", "O", "C", "N", "C", "C", "C", "C", "C", "H", "H", "H", "H", "H", "H", "H"], "xyz": [[-3.47016, -0.96180, 0.05512], [-2.10528, -0.51884, 0.11099], [-1.81611, 0.93040, -0.20684], [-0.58029, 1.41014, -0.15722], [-0.00452, 2.65311, -0.04122], [0.57622, 0.36340, -0.03299], [1.81622, 0.98464, 0.26299], [2.84512, 0.15503, 0.27681], [2.60050, -1.25048, -0.20513], [1.43360, -1.69329, -0.31229], [0.26538, -1.01293, -0.06270], [-1.05821, -1.38297, 0.16529], [-3.98390, -0.09091, 0.40350], [-2.51750, 1.85043, -0.11940], [1.05538, 2.44166, -0.27541], [3.95422, 0.42737, 0.22330], [3.41124, -1.85959, 0.12287], [1.55324, -2.84986, -0.05918], [-1.35442, -2.34468, 0.29664]], "multiplicity": 1, "smiles": "Oc1cc(O)c2ncccc2c1", "mol_weight_g_mol": 161.2, "charge": 0}

---

*iv*
{"formula": "C9H7NO2", "method": "the ωB97M-V functional and the def2-TZVPD basis", "elements": ["C", "C", "C", "C", "C", "C", "C", "C", "C", "H", "H", "H", "H", "H", "H", "H", "N", "O", "O"], "xyz": [[0.17303, -1.43093, -0.89653], [-0.59798, -0.87503, -1.81324], [-1.15092, 0.53272, -1.82438], [-0.24451, 0.77043, 0.44904], [0.13221, 1.77161, 1.43842], [1.23347, 1.36366, 2.31621], [1.71363, 0.11726, 2.35100], [1.20337, -0.76921, 1.42657], [0.24562, -0.48355, 0.43208], [0.86747, -2.50350, 0.50375], [-0.86704, -3.53001, -0.58726], [-0.73561, -1.36553, -2.85845], [-0.29920, 2.73330, 1.47253], [1.51248, 1.80185, 3.34265], [2.26984, 0.02234, 3.24427], [1.58202, -1.72606, 1.17684], [0.45359, -2.73649, -0.58093], [-1.62009, 1.01346, -2.82678], [-1.34898, 1.20421, -0.36106]], "multiplicity": 1, "mol_weight_g_mol": 161.2, "charge": 0}

---

In terms of stability, *ii* leads; the second structure lies 0.1267 hartree higher.

---

*i*
{"formula": "C2H4N4S2", "method": "the ωB97M-V functional and the def2-TZVPD basis", "elements": ["N", "C", "N", "N", "S", "C", "S", "N", "H", "H", "H", "H"], "xyz": [[-1.41234, -2.01470, 0.08750], [-0.61101, -0.77076, 0.03782], [0.58479, -0.76023, 0.69894], [1.01506, 0.47453, 0.38265], [2.58876, 0.92037, 0.77437], [0.31269, 1.14172, -0.59832], [0.84915, 2.68221, -0.86915], [-0.84479, 0.35273, -0.75028], [-2.30344, -1.81332, 0.59730], [-0.97005, -2.76930, 0.55910], [2.40351, 2.33185, 0.68315], [-1.61234, 0.22489, -1.60307]], "multiplicity": 1, "smiles": "Nc1nn(S)c(=S)[nH]1", "mol_weight_g_mol": 148.2, "charge": 0}

---

*ii*
{"formula": "C2H4N4S2", "method": "the ωB97M-V functional and the def2-TZVPD basis", "elements": ["N", "N", "C", "N", "S", "C", "N", "S", "H", "H", "H", "H"], "xyz": [[3.05404, -0.54817, 0.40083], [2.06074, 0.39879, 0.03786], [0.77227, 0.03602, -0.16258], [0.32958, -1.17287, -0.07418], [-1.33462, -1.36307, -0.29984], [-2.04742, -0.03744, 0.60564], [-1.56604, 1.15109, 0.56724], [-0.22384, 1.51992, -0.39369], [2.55255, -1.43131, 0.78946], [3.52838, -0.88183, -0.48655], [2.25440, 1.29901, 0.39403], [-2.89726, -0.28891, 1.21906]], "multiplicity": 1, "smiles": "NNC1=NSC=NS1", "mol_weight_g_mol": 148.2, "charge": 0}

---

In terms of stability, *ii* leads; the second structure lies 0.0046 hartree higher.